Here is a molecular structure, C18H42As5F39N3O12S3 from the OMol25 dataset. Energies are from ωB97M-V/def2-TZVPD.

Geometry as ORCA input:
```
! wB97M-V def2-TZVPD RIJCOSX def2/J DEFGRID3
* xyz -5 1
C 17.96 10.97 20.50
N 18.15 10.97 18.98
C 18.48 12.41 18.53
C 19.18 9.99 18.58
C 16.89 10.45 18.29
C 15.68 11.31 18.31
O 15.75 12.32 17.34
H 17.14 11.71 20.67
H 18.95 11.22 20.93
H 17.70 9.96 20.77
H 19.33 12.77 19.08
H 17.58 12.99 18.78
H 18.67 12.46 17.44
H 18.74 9.00 18.82
H 20.11 10.16 19.10
H 19.37 10.02 17.50
H 16.61 9.56 18.84
H 17.30 10.30 17.26
H 15.49 11.59 19.30
H 14.79 10.64 18.14
H 14.89 12.74 17.24
C 14.59 10.19 10.41
N 13.68 9.54 11.37
C 13.63 10.30 12.70
C 12.26 9.76 10.87
C 14.03 8.05 11.65
C 14.10 7.20 10.33
O 12.86 7.27 9.63
H 14.32 11.25 10.26
H 14.50 9.60 9.50
H 15.53 10.22 10.86
H 12.87 9.83 13.30
H 13.50 11.36 12.55
H 14.59 10.12 13.11
H 12.01 10.80 10.95
H 11.57 9.08 11.37
H 12.27 9.45 9.82
H 13.20 7.66 12.29
H 14.96 8.01 12.15
H 14.35 6.13 10.52
H 14.88 7.54 9.62
H 13.04 6.80 8.80
C 13.61 19.94 11.84
N 13.67 18.98 10.67
C 12.32 18.31 10.70
C 13.89 19.72 9.40
C 14.79 18.03 10.76
C 14.82 17.14 11.93
O 16.16 16.60 12.00
H 12.65 20.44 11.70
H 14.45 20.64 11.84
H 13.52 19.44 12.80
H 12.06 18.45 11.74
H 12.33 17.25 10.42
H 11.53 18.89 10.04
H 13.70 18.99 8.60
H 14.94 19.98 9.35
H 13.23 20.57 9.39
H 15.61 18.70 10.79
H 14.75 17.44 9.87
H 14.19 16.28 11.80
H 14.48 17.63 12.80
H 16.67 17.32 12.36
As 12.94 6.63 15.11
F 11.44 5.84 15.38
F 13.73 5.14 15.37
F 14.46 7.38 14.65
F 12.10 8.14 14.73
F 13.15 7.12 16.72
F 12.74 6.13 13.43
As 17.70 20.05 13.11
F 17.40 21.68 12.51
F 17.52 19.54 11.40
F 17.86 18.40 13.49
F 17.70 20.62 14.74
F 16.00 19.86 13.11
F 19.42 20.27 13.03
As 11.26 14.31 8.17
F 11.52 16.06 8.59
F 10.07 14.13 9.47
F 11.05 12.71 7.69
F 12.43 14.59 6.87
F 12.59 13.89 9.21
F 10.00 14.79 7.09
As 5.11 9.76 14.58
F 3.75 9.68 15.67
F 4.40 8.43 13.69
F 6.49 9.74 13.47
F 5.99 11.05 15.51
F 5.99 8.62 15.71
F 4.36 10.96 13.60
As 22.80 9.40 17.74
F 23.84 9.81 19.03
F 21.78 8.52 18.87
F 21.76 8.82 16.48
F 23.77 10.26 16.58
F 23.85 7.94 17.53
F 21.85 10.79 18.00
C 15.58 7.64 6.45
F 14.71 8.66 6.60
F 16.27 7.89 5.30
F 16.45 7.67 7.47
S 14.67 5.99 6.18
O 13.99 5.69 7.41
O 13.81 6.15 5.03
O 15.85 5.22 5.88
C 11.14 23.82 11.43
F 12.18 24.21 12.14
F 10.59 22.71 12.02
F 10.14 24.74 11.50
S 11.66 23.45 9.76
O 10.48 23.10 9.02
O 12.23 24.68 9.40
O 12.60 22.40 10.13
C 15.86 15.45 21.19
F 16.36 15.54 19.97
F 16.46 16.48 21.91
F 14.59 15.81 21.07
S 16.11 13.83 22.01
O 15.49 13.96 23.30
O 15.49 12.88 21.11
O 17.51 13.70 21.97
*
```

Properties
- lowest unoccupied orbital energy (eV) = 6.7
- frontier orbital gap (Ha) = 0.33556
- HOMO level (eV) = -2.41
- electronic energy (eV) = -491087.596
- maximum force (Eh/bohr) = 0.07184

Here is a molecular structure, C18H42AuBN9OPS2 from the OMol25 dataset. Energies are from ωB97M-V/def2-TZVPD.

Geometry as ORCA input:
```
! wB97M-V def2-TZVPD RIJCOSX def2/J DEFGRID3
* xyz 2 1
Au 0.13 -0.96 0.39
C -3.06 -2.09 -2.41
N -3.52 -1.94 -1.04
C -4.78 -1.57 -0.67
C -4.81 -1.61 0.70
N -3.60 -2.02 1.14
B -3.22 -2.28 2.65
N -2.66 -0.89 3.14
C -3.41 0.12 3.65
C -2.56 1.15 3.97
N -1.31 0.75 3.62
C -0.09 1.52 3.81
C -1.38 -0.51 3.12
S -0.04 -1.45 2.61
C -2.81 -2.22 0.08
S -1.18 -2.79 0.10
H -3.73 -1.53 -3.06
H -3.07 -3.14 -2.69
H -2.05 -1.70 -2.50
H -5.54 -1.34 -1.38
H -5.63 -1.41 1.37
H -2.35 -3.08 2.70
H -4.22 -2.52 3.25
H -4.47 0.04 3.79
H -2.76 2.10 4.43
H -0.37 2.57 3.93
H 0.54 1.41 2.93
H 0.43 1.18 4.70
C -3.34 2.23 -1.81
C -2.83 2.56 -0.41
C -4.01 2.74 0.54
C -1.97 3.82 -0.42
N -2.03 1.45 0.18
N -0.87 1.06 -0.57
H -3.95 3.04 -2.19
H -3.95 1.32 -1.79
H -2.53 2.09 -2.54
H -4.65 3.55 0.20
H -3.67 2.97 1.55
H -4.62 1.83 0.57
H -2.58 4.68 -0.69
H -1.17 3.76 -1.16
H -1.53 4.00 0.56
H -2.63 0.63 0.22
H -0.18 1.80 -0.46
H -1.07 1.00 -1.57
C 3.56 -2.34 1.13
N 4.19 -1.35 0.27
C 5.64 -1.28 0.43
P 3.44 -0.58 -0.97
O 1.96 -0.41 -0.62
N 4.09 0.89 -1.25
C 5.23 1.15 -2.11
C 3.79 1.99 -0.34
N 3.68 -1.41 -2.37
C 3.86 -2.86 -2.36
C 3.10 -0.92 -3.61
H 3.66 -2.05 2.18
H 4.04 -3.32 1.00
H 2.50 -2.46 0.89
H 5.88 -1.03 1.46
H 6.05 -0.51 -0.22
H 6.11 -2.23 0.18
H 5.48 0.27 -2.70
H 6.11 1.43 -1.52
H 5.00 1.98 -2.78
H 2.90 1.76 0.25
H 3.60 2.89 -0.92
H 4.62 2.17 0.34
H 4.40 -3.18 -1.47
H 4.45 -3.15 -3.23
H 2.90 -3.39 -2.41
H 2.98 0.16 -3.57
H 2.12 -1.37 -3.79
H 3.76 -1.17 -4.44
*
```

Properties
- lowest unoccupied orbital energy (eV) = -8.5
- frontier orbital gap (Ha) = 0.20449
- HOMO level (eV) = -14.06
- electronic energy (eV) = -70122.837
- ΔE to the lowest compared entry with this formula, charge and spin (kcal/mol) = 0.0
- maximum force (Eh/bohr) = 0.01124

Here is 10 unconnected molecules or ions with the total composition C18H42BF4N4O5 from the OMol25 dataset. Energies are from ωB97M-V/def2-TZVPD.

Geometry as ORCA input:
```
! wB97M-V def2-TZVPD RIJCOSX def2/J DEFGRID3
* xyz -1 1
B 0.09 -0.45 -0.12
F -0.01 -0.37 1.31
F 1.22 -1.16 -0.43
F -0.99 -1.24 -0.50
F 0.01 0.86 -0.68
C 0.46 -4.14 -0.49
C 1.41 -5.21 -0.97
N 2.12 -6.02 -1.39
H 0.88 -3.52 0.55
H 0.29 -3.27 -1.16
H -0.39 -4.54 -0.28
C -0.15 3.37 -3.43
C -0.46 2.69 -4.88
N -0.76 2.23 -5.86
H 0.90 3.63 -3.51
H -0.60 4.28 -3.11
H -0.46 2.74 -2.62
C 1.26 1.45 3.87
C 1.42 2.80 4.39
N 1.51 3.87 4.75
H 0.35 0.96 4.34
H 0.86 1.64 2.84
H 2.17 0.92 3.89
C 0.15 -0.73 -3.77
C -0.05 -2.22 -3.94
N -0.25 -3.30 -4.18
H 1.28 -0.70 -3.98
H -0.14 0.07 -4.46
H -0.21 -0.39 -2.83
C 4.91 -3.81 0.40
C 4.27 -2.69 -0.36
O 3.55 -1.98 0.66
H 3.94 -4.53 0.47
H 5.32 -3.65 1.29
H 5.64 -4.27 -0.11
H 3.54 -2.88 -1.29
H 5.20 -2.03 -0.90
H 2.83 -1.59 0.39
C 4.26 2.56 -1.06
C 3.15 1.60 -0.74
O 2.32 1.43 -1.87
H 5.19 2.60 -0.63
H 3.94 3.64 -1.07
H 4.78 2.41 -2.00
H 2.63 2.08 0.17
H 3.35 0.71 -0.38
H 1.38 1.37 -1.46
C -4.72 -0.81 0.31
C -4.23 0.60 0.22
O -3.19 0.68 -0.67
H -4.07 -1.51 0.41
H -5.27 -1.07 -0.69
H -5.39 -0.90 1.26
H -3.89 0.82 1.14
H -5.13 1.30 -0.07
H -2.39 0.20 -0.56
C -3.40 -3.09 3.20
C -2.18 -2.41 2.59
O -2.13 -0.95 2.94
H -3.54 -2.97 4.31
H -3.23 -4.13 3.15
H -4.27 -2.78 2.68
H -2.31 -2.77 1.57
H -1.18 -2.77 3.09
H -1.53 -0.49 2.38
C -2.51 5.28 1.03
C -2.26 3.69 0.95
O -1.04 3.34 0.25
H -2.84 5.47 0.14
H -1.61 5.89 1.36
H -3.31 5.30 1.50
H -3.25 3.19 0.61
H -2.11 3.28 1.95
H -1.13 2.40 0.11
*
```

Properties
- lowest unoccupied orbital energy (eV) = 2.6
- frontier orbital gap (Ha) = 0.36968
- HOMO level (eV) = -7.48
- electronic energy (eV) = -47091.029
- ΔE to the lowest compared entry with this formula, charge and spin (kcal/mol) = 37.3
- maximum force (Eh/bohr) = 0.19872

Here is a molecular structure, C18H42ClLiN2O8 from the OMol25 dataset. Energies are from ωB97M-V/def2-TZVPD.

Geometry as ORCA input:
```
! wB97M-V def2-TZVPD RIJCOSX def2/J DEFGRID3
* xyz -1 2
Li 2.08 -1.66 -1.45
Cl 3.92 -0.59 -2.46
C 1.95 5.87 0.02
C 1.35 4.53 -0.34
N 2.25 3.29 -0.61
C 3.11 3.49 -1.85
C 3.23 3.21 0.61
C 4.22 2.01 0.53
C 1.44 2.03 -0.93
C 0.52 2.02 -2.12
O -0.47 2.94 -1.96
C -1.42 2.94 -3.01
H 1.22 6.66 0.21
H 2.54 6.30 -0.79
H 2.62 5.90 0.88
H 0.76 4.73 -1.23
H 0.61 4.20 0.39
H 4.00 4.10 -1.73
H 2.52 4.06 -2.57
H 3.42 2.54 -2.27
H 2.66 3.15 1.53
H 3.83 4.12 0.60
H 4.91 1.98 -0.32
H 3.76 1.03 0.62
H 4.88 2.14 1.38
H 0.93 1.82 0.01
H 2.13 1.19 -1.02
H 0.11 1.03 -2.33
H 1.13 2.24 -2.99
H -1.12 3.60 -3.82
H -2.24 3.56 -2.66
H -1.77 2.01 -3.46
C -1.61 0.23 0.10
C -2.67 -0.86 0.38
N -2.17 -2.17 1.12
C -1.11 -2.84 0.13
C -1.47 -1.91 2.48
C -2.25 -1.03 3.51
C -3.43 -3.08 1.32
C -3.18 -4.38 2.17
O -2.14 -5.21 1.60
C -2.08 -6.44 2.20
H -2.01 1.09 -0.44
H -0.74 -0.11 -0.47
H -1.20 0.57 1.05
H -3.16 -1.25 -0.52
H -3.47 -0.60 1.08
H -0.67 -3.67 0.70
H -0.42 -2.08 -0.22
H -1.75 -3.32 -0.62
H -0.61 -1.34 2.14
H -1.26 -2.91 2.86
H -1.68 -0.67 4.36
H -3.14 -1.54 3.88
H -2.73 -0.10 3.19
H -3.69 -3.37 0.30
H -4.30 -2.53 1.67
H -4.14 -4.89 2.13
H -2.99 -4.24 3.23
H -1.74 -7.11 1.40
H -3.01 -6.85 2.59
H -1.23 -6.58 2.86
O -0.67 -2.49 -4.78
C -0.51 -1.91 -3.58
O -1.35 -1.03 -3.29
O 0.50 -2.14 -2.90
H -1.36 -1.96 -5.20
O 2.30 -1.75 2.37
C 2.12 -1.73 1.09
O 2.33 -2.69 0.33
O 1.73 -0.67 0.56
H 1.89 -0.89 2.34
*
```

Properties
- lowest unoccupied orbital energy (spin up / spin down) (eV) = 1.9 / 1.9
- frontier orbital gap (spin up / spin down) (Ha) = 0.06426 / 0.26944
- HOMO level (spin up / spin down) (eV) = 0.15 / -5.46
- electronic energy (eV) = -51433.737
- <S²> = 0.7502
- maximum force (Eh/bohr) = 0.12213

Here is a single C18H42FN2OP molecule from the OMol25 dataset. Energies are from ωB97M-V/def2-TZVPD.

Geometry as ORCA input:
```
! wB97M-V def2-TZVPD RIJCOSX def2/J DEFGRID3
* xyz 0 1
C -4.55 -1.67 -0.76
C -3.78 -2.86 -1.63
C -3.02 -2.22 -2.95
C -1.43 -1.99 -2.54
N -1.02 -0.54 -2.60
P 0.69 -0.27 -2.16
C 2.50 0.09 -1.58
N 2.80 -0.78 -0.36
C 0.12 1.03 -0.88
C 0.16 2.58 -1.40
C 0.51 3.70 -0.26
C 0.12 3.28 1.28
C 1.56 2.79 1.99
C 1.34 2.04 3.43
C 1.18 0.38 3.30
C 0.91 -0.33 4.78
C -0.57 0.13 5.31
O -1.30 -0.93 6.06
C -0.79 -1.00 7.47
C 1.25 0.07 -3.95
C 1.88 -1.36 -4.54
C 1.20 -1.81 -5.96
F 3.35 -1.27 -4.74
H -5.69 -1.94 -0.69
H -4.43 -0.67 -1.38
H -4.08 -1.61 0.32
H -3.07 -3.47 -0.92
H -4.62 -3.61 -1.99
H -3.56 -1.23 -3.30
H -3.01 -3.06 -3.80
H -0.73 -2.59 -3.29
H -1.27 -2.33 -1.41
H -1.29 -0.07 -3.50
H 0.79 -1.65 -1.67
H 3.29 -0.22 -2.40
H 2.67 1.24 -1.37
H 1.93 -1.05 0.14
H 3.30 -0.14 0.31
H -1.03 0.79 -0.63
H 0.71 0.82 0.11
H -0.87 2.87 -1.90
H 0.98 2.71 -2.26
H 1.64 4.09 -0.28
H -0.14 4.66 -0.53
H -0.24 4.22 1.91
H -0.71 2.47 1.38
H 2.15 2.06 1.29
H 2.24 3.74 2.19
H 2.35 2.19 4.04
H 0.49 2.47 4.09
H 0.33 0.10 2.52
H 2.19 -0.11 2.91
H 1.03 -1.50 4.73
H 1.77 0.06 5.51
H -1.23 0.34 4.34
H -0.48 1.10 5.97
H -1.53 -1.66 8.14
H -0.66 0.09 7.94
H 0.25 -1.56 7.42
H 2.18 0.83 -3.96
H 0.45 0.55 -4.65
H 1.64 -2.21 -3.74
H 0.40 -2.63 -5.72
H 0.72 -0.90 -6.55
H 2.05 -2.28 -6.63
*
```

Properties
- lowest unoccupied orbital energy (eV) = 0.8
- frontier orbital gap (Ha) = 0.33225
- HOMO level (eV) = -8.29
- electronic energy (eV) = -36370.798
- SMILES = CCCCN[PH](CN)(CCCCCCCCCOC)C[C@@H](C)F
- maximum force (Eh/bohr) = 0.05697

Here is a molecular structure, C18H42KO9 from the OMol25 dataset. Energies are from ωB97M-V/def2-TZVPD.

Geometry as ORCA input:
```
! wB97M-V def2-TZVPD RIJCOSX def2/J DEFGRID3
* xyz 1 1
K 0.53 0.05 -1.22
C -0.27 2.73 1.62
O 0.28 1.46 1.35
C 0.99 0.82 2.38
C 0.20 0.66 3.72
O -1.16 0.18 3.57
C -1.87 -0.13 4.75
C -3.32 0.15 4.38
O -3.57 1.43 3.75
C -3.16 2.59 4.49
H -0.51 3.27 0.71
H 0.47 3.31 2.18
H -1.23 2.73 2.14
H 1.90 1.41 2.47
H 1.21 -0.20 2.06
H 0.21 1.64 4.19
H 0.78 -0.09 4.25
H -1.64 0.54 5.58
H -1.72 -1.16 5.06
H -4.01 -0.03 5.20
H -3.66 -0.59 3.65
H -2.07 2.57 4.61
H -3.71 2.59 5.43
H -3.35 3.47 3.87
C -0.68 -3.43 0.46
O -0.33 -2.88 -0.87
C 0.68 -3.63 -1.57
C 2.13 -3.33 -0.99
O 2.52 -1.92 -1.26
C 3.63 -1.55 -0.47
C 4.04 -0.03 -0.60
O 3.08 0.73 0.09
C 3.41 2.19 0.08
H 0.06 -3.04 1.16
H -1.12 -4.43 0.45
H -1.51 -2.81 0.80
H 0.65 -3.26 -2.59
H 0.42 -4.69 -1.67
H 2.99 -3.90 -1.34
H 2.08 -3.57 0.07
H 4.52 -2.05 -0.86
H 3.50 -1.81 0.58
H 4.22 0.17 -1.66
H 5.02 0.08 -0.13
H 4.29 2.48 0.67
H 2.54 2.67 0.53
H 3.50 2.46 -0.97
C -2.93 -0.31 0.37
O -2.31 -0.16 -0.84
C -3.13 -0.33 -2.04
C -2.39 0.24 -3.30
O -1.03 -0.11 -3.41
C -0.42 0.09 -4.70
C 1.04 -0.24 -4.58
O 1.65 0.66 -3.74
C 2.19 1.81 -4.42
H -3.22 -1.36 0.42
H -3.85 0.27 0.37
H -2.24 0.06 1.12
H -4.14 0.05 -1.88
H -3.20 -1.40 -2.24
H -2.27 1.31 -3.10
H -3.03 0.04 -4.16
H -0.57 1.16 -4.83
H -0.90 -0.40 -5.55
H 1.48 -0.27 -5.57
H 1.19 -1.24 -4.15
H 1.43 2.33 -5.01
H 2.95 1.48 -5.14
H 2.74 2.48 -3.76
*
```

Properties
- lowest unoccupied orbital energy (eV) = -1.9
- frontier orbital gap (Ha) = 0.36553
- HOMO level (eV) = -11.84
- electronic energy (eV) = -54090.011
- ΔE to the lowest compared entry with this formula, charge and spin (kcal/mol) = 19.0
- maximum force (Eh/bohr) = 0.07393